ORCA calculation (ωB97M-V/def2-TZVPD) on one molecule with the formula C6H13NO in a non-equilibrium geometry.

HOMO level   -8.26 eV
Energy relative to the best compared isomer or geometry (same formula, charge and spin)   83.1 kcal per mole
Strongest force on any atom   6.16 eV Å⁻¹
SMILES string   C=C(CCCO)NC
Lowest unoccupied orbital energy   0.0316 hartree

Last columns: bonded neighbours and bond lengths (Å).
Cartesian coordinates (Å):
1 C 0.944 -2.637 -0.114  O2 1.435, C3 1.545, H9 1.104, H10 1.134
2 O 1.826 -2.879 0.991  C1 1.435, H11 0.991
3 C 0.479 -1.206 -0.467  C1 1.545, C4 1.556, H12 1.213, H13 1.174
4 C -0.243 -0.378 0.634  C3 1.556, C5 1.484, H14 1.133, H15 1.084
5 C -1.041 0.657 -0.069  C4 1.484, C6 1.330, N8 1.557
6 C -1.842 0.636 -1.131  C5 1.330, H16 1.070, H17 1.055
7 C 0.396 2.705 0.492  N8 1.513, H18 1.109, H19 1.118, H20 1.100
8 N -0.976 2.072 0.577  C5 1.557, C7 1.513, H21 1.019
9 H 1.345 -3.127 -1.019  C1 1.104
10 H 0.068 -3.284 0.199  C1 1.134
11 H 2.375 -2.111 1.294  O2 0.991
12 H 1.390 -0.634 -1.028  C3 1.213
13 H -0.433 -1.276 -1.203  C3 1.174
14 H 0.293 0.106 1.507  C4 1.133
15 H -1.011 -0.971 1.116  C4 1.084
16 H -2.358 1.402 -1.672  C6 1.070
17 H -1.810 -0.179 -1.800  C6 1.055
18 H 0.545 3.672 1.013  C7 1.109
19 H 1.100 1.926 0.876  C7 1.118
20 H 0.651 2.739 -0.578  C7 1.100
21 H -1.696 2.765 0.382  N8 1.019

Results of the Löwdin charge analysis, in e, for atoms 1 through 6: -0.2837 -0.1029 -0.1722 -0.1783 -0.3192 0.0326